(1)
Computed, not measured: C57H39Br4CdCl2INO5P2 as an isolated structure in a non-equilibrium geometry, with the ωB97M-V functional and the def2-TZVPD basis.

## Properties
* E_tot: -14990.9837 hartree
* net charge: -1
* HOMO energy: -0.1225 Ha
* frontier orbital gap: 5.18 eV
* max |F|: 0.069 Eh/bohr

Element x y z (Å)
1 Cd 1.575801 -0.738359 -2.448424
2 C -1.993676 1.307326 6.262491
3 C -2.548046 1.619135 4.832989
4 C -3.846506 2.469125 5.005367
5 C -2.843814 0.283896 4.111802
6 C -3.684940 -0.642633 4.715237
7 C -3.762414 -1.929927 4.213292
8 C -3.023603 -2.344588 3.099292
9 C -2.101967 -1.491255 2.491688
10 P -0.987365 -2.121024 1.198239
11 C 0.172024 -3.126490 2.126214
12 C -0.048794 -4.474664 2.457153
13 C 0.908541 -5.123888 3.207625
14 C 2.129250 -4.492765 3.539683
15 C 2.419432 -3.209006 3.106003
16 C 1.411451 -2.486746 2.431716
17 C -1.920330 -3.271154 0.091963
18 C -1.104269 -4.110496 -0.661821
19 C -1.501120 -4.810097 -1.937446
20 C -3.057658 -4.709813 -2.166920
21 C -3.811314 -3.893313 -1.278318
22 C -3.326866 -3.196616 -0.228074
23 C -2.114622 -0.151353 3.030525
24 O -1.123285 0.672607 2.425336
25 C -1.099955 2.012427 2.831446
26 C -0.540567 2.954748 1.952328
27 C -0.213700 4.225003 2.367967
28 C -0.408893 4.585841 3.699852
29 C -1.090912 3.699106 4.551330
30 C -1.475521 2.405766 4.078377
31 P -0.027826 2.569886 0.288507
32 C 1.604748 3.195713 0.038085
33 C 2.437005 3.572176 1.085078
34 C 3.746730 4.032135 0.845374
35 C 4.213109 4.143720 -0.432302
36 C 3.415623 3.648595 -1.482856
37 C 2.165298 3.081834 -1.237782
38 C -1.118645 3.837832 -0.520277
39 C -0.568182 4.715679 -1.456249
40 C -1.316177 5.722710 -2.056739
41 C -2.640357 5.870237 -1.702512
42 C -3.171646 5.009016 -0.774972
43 C -2.476714 4.010742 -0.172123
44 H -2.693341 0.683738 6.788822
45 H -1.796066 2.168044 6.858541
46 H -1.051154 0.689895 6.284413
47 H -4.611747 1.900779 5.532925
48 H -4.271091 2.879210 4.075283
49 H -3.661407 3.346519 5.658312
50 H -4.377979 -0.354316 5.525562
51 H -4.435276 -2.653255 4.767919
52 H -3.136900 -3.342935 2.677310
53 H -0.926934 -4.979782 2.219667
54 H 0.596436 -6.057492 3.638752
55 H 2.915428 -5.058848 4.068909
56 H 3.394361 -2.682791 3.320465
57 H 1.485747 -1.407454 2.221265
58 H -0.016848 -4.162234 -0.412163
59 H -1.333212 -5.922089 -1.787654
60 H -3.511249 -5.711982 -2.423638
61 H -4.823755 -3.751279 -1.623981
62 H -3.908134 -2.538043 0.416095
63 H 0.173734 4.952867 1.666635
64 H -0.161762 5.586298 4.062175
65 H -1.227903 3.918474 5.608007
66 H 2.109181 3.581363 2.117192
67 H 4.263044 4.397775 1.741175
68 H 5.174465 4.551547 -0.674154
69 H 3.846283 3.748905 -2.481915
70 H 1.707436 2.645168 -2.154611
71 H 0.503340 4.664580 -1.549789
72 H -0.827235 6.479532 -2.750165
73 H -3.267201 6.711958 -2.026239
74 H -4.186086 5.152298 -0.456510
75 H -2.915794 3.394164 0.621644
76 Cl 8.271024 -1.672056 -1.513748
77 C 6.803629 -0.865530 -1.305001
78 C 6.257068 -0.787202 -0.018631
79 C 4.995729 -0.338928 0.169703
80 Cl 4.593342 0.118022 1.795553
81 C 4.085657 -0.102623 -0.934036
82 O 2.826874 -0.119143 -0.738071
83 C 4.760671 0.148054 -2.237428
84 C 4.087183 0.725972 -3.342336
85 O 2.848177 0.849894 -3.532165
86 C 6.070558 -0.274510 -2.379995
87 H 6.895296 -0.846383 0.861164
88 H 4.758564 1.092046 -4.188152
89 H 6.537177 -0.094587 -3.331256
90 Br 0.630172 -6.219269 -6.793025
91 C 0.628828 -5.279428 -5.185867
92 C -0.425258 -5.416622 -4.201412
93 Br -1.400985 -6.999160 -4.520896
94 C -0.552418 -4.506935 -3.176383
95 Br -3.709892 -3.678639 -4.028319
96 C 0.420213 -3.446201 -3.088081
97 O 0.091523 -2.371389 -2.407520
98 C 1.634712 -3.475448 -3.949537
99 O 2.538350 -2.592582 -3.674333
100 C 1.707052 -4.435795 -5.010589
101 Br 3.287382 -4.430298 -6.080909
102 I -2.221180 0.499159 -1.213236
103 C -1.441713 0.530165 -3.230588
104 C -2.452729 0.971307 -4.103858
105 C -2.145721 1.112889 -5.415108
106 C -0.847836 0.803282 -5.873795
107 C 0.085134 0.525452 -4.900446
108 N -0.156932 0.406744 -3.568768
109 H -3.480592 1.154650 -3.722700
110 H -2.879629 1.534498 -6.107228
111 H -0.508404 0.915814 -6.898038
112 H 1.131255 0.413111 -5.213372

Forces on the atoms, in the same order (eV/Å):
-0.3 -1.6 -0.1
0.6 -1.6 -0.7
0.6 -0.1 0.6
0.4 0.6 0.3
0.4 0.6 0.8
-0.8 -0.4 -0.2
-1.2 -1.1 0.8
0.2 0.2 0.2
-1.8 0.5 1.5
0.2 1.4 -1.6
1.1 -0.2 0.2
1.9 1.6 0.7
0.4 0.7 0.5
0.4 -0.9 -0.2
-0.1 1.3 -0.1
-1.0 -0.7 0.4
2.2 -2.0 -0.5
0.1 1.8 0.9
-0.6 -0.8 -0.8
1.1 -1.1 -2.1
-1.3 1.3 1.5
0.2 0.0 -0.4
2.5 -0.6 -1.7
-1.6 0.8 0.7
1.1 -0.6 -1.3
0.9 -0.3 0.3
-0.6 0.6 1.3
-0.8 -0.1 0.7
0.7 -0.9 -1.1
-1.4 1.5 1.4
-1.5 -1.3 -1.4
0.9 -0.2 0.6
0.9 0.6 -0.3
-1.0 0.2 1.4
-0.5 -0.5 -1.0
0.6 0.2 0.5
0.8 0.6 -1.6
0.2 0.4 0.0
0.0 -0.1 0.5
0.8 1.2 -0.9
-0.1 0.8 -0.3
-1.4 0.1 0.4
1.6 -1.2 0.4
-0.6 -0.1 0.4
0.0 0.9 0.3
-0.8 0.7 -0.6
-0.1 -0.2 -0.2
0.3 -0.4 0.1
0.2 -0.4 -0.3
0.7 -0.2 -0.3
0.8 0.8 -1.0
0.0 0.1 0.4
-1.5 -0.6 -0.5
0.5 -0.6 0.0
-0.6 0.3 -0.2
-1.2 -0.9 -0.2
0.3 -0.7 -0.2
-1.0 0.1 -0.3
-0.2 1.0 0.0
0.5 1.3 0.2
-0.3 -0.1 0.6
-0.4 -0.2 -0.5
0.1 -0.1 0.0
0.1 -0.3 -0.1
-0.3 0.2 -0.3
-0.2 -0.1 -0.2
0.3 -0.2 -0.6
0.4 0.2 0.1
-0.4 -0.4 0.1
-0.3 0.3 1.2
0.1 0.2 -0.6
-0.6 -1.2 0.9
0.4 -0.4 -0.2
-0.5 0.1 0.0
0.0 0.2 -0.4
1.2 -0.3 -0.4
-2.4 1.3 -1.7
0.6 0.7 0.0
-0.3 0.5 -0.3
-0.7 -0.2 0.0
-0.2 -0.1 -0.5
0.6 0.4 -0.3
-1.3 -0.6 2.4
-1.0 0.3 -1.6
1.7 0.0 0.4
2.1 -0.9 1.6
0.0 -0.5 -0.3
-0.5 -0.4 0.8
0.3 -0.3 -0.3
-0.1 -0.7 -0.8
-0.9 -0.3 1.2
2.2 -0.2 -2.8
-1.0 -0.1 1.0
0.7 0.3 1.9
0.8 -0.7 0.7
-1.2 -0.6 -1.8
1.0 0.1 0.6
-0.8 0.0 1.0
0.1 0.9 -0.1
-0.2 1.6 1.8
-0.4 0.2 0.3
0.4 -0.9 -1.0
-0.5 1.0 0.8
-0.6 -0.5 1.0
0.5 0.3 -1.9
-0.5 0.6 1.0
1.0 -0.3 -0.2
-1.5 0.0 -0.4
1.1 -0.1 -0.3
0.1 -0.4 0.2
-0.3 -0.1 0.1
-0.4 -0.1 0.4

=====

(2)
Computed, not measured: C57H42Cl3FN4O3S8Sn as an isolated structure, with the ωB97M-V functional and the def2-TZVPD basis.

## Properties
* E_tot: -7522.4381 hartree
* net charge: -2
* HOMO energy: -0.0762 Ha
* frontier orbital gap: 5.28 eV
* max |F|: 0.008 Eh/bohr

Element x y z (Å)
1 Sn -0.475222 -0.921685 -0.087757
2 N -3.556959 -4.129905 -1.224494
3 C -2.662226 -3.103155 -1.345431
4 S -1.020640 -3.435328 -0.877389
5 N -3.167884 -1.981431 -1.815434
6 N -2.235341 -1.005964 -1.945674
7 C -2.600093 0.123932 -2.433832
8 C -4.013795 0.433375 -2.775160
9 C -4.403607 0.745275 -4.072570
10 C -5.734225 1.019428 -4.362041
11 C -6.683144 0.984137 -3.350874
12 C -6.298370 0.671786 -2.052396
13 C -4.972345 0.392712 -1.764774
14 C -1.535272 1.142224 -2.586999
15 C -1.805424 2.428864 -3.047087
16 C -0.762560 3.326133 -3.171934
17 C 0.518157 2.926268 -2.827057
18 C 0.688187 1.636053 -2.352381
19 N -0.302785 0.760912 -2.242640
20 H -3.297742 -4.797779 -0.515802
21 H -4.510720 -3.803344 -1.143142
22 H -3.659452 0.768076 -4.860471
23 H -6.028394 1.257233 -5.377443
24 H -7.722091 1.196742 -3.573107
25 H -7.034433 0.635404 -1.259322
26 H -4.669475 0.132214 -0.758139
27 H -2.821695 2.724703 -3.262053
28 H -0.953885 4.337585 -3.509648
29 H 1.362206 3.601033 -2.890944
30 H 1.662568 1.277854 -2.040629
31 Cl -2.362656 5.379035 4.763230
32 C -2.069529 4.349568 3.367627
33 C -2.199690 2.972412 3.481901
34 C -1.957468 2.179030 2.382965
35 Cl -2.029106 0.450195 2.566318
36 C -1.600476 2.675675 1.082460
37 O -1.428485 1.947587 0.067809
38 C -1.473069 4.099833 1.073151
39 Cl -0.989621 4.850529 -0.435168
40 C -1.695156 4.917233 2.164483
41 H -2.469139 2.517125 4.425173
42 H -1.583586 5.989236 2.068497
43 C 5.180845 -6.550845 0.242645
44 C 4.633447 -5.152784 0.125584
45 C 3.582457 -4.872569 -0.742343
46 C 3.027049 -3.603685 -0.811957
47 C 3.543789 -2.603294 -0.008276
48 C 4.578270 -2.855541 0.876245
49 C 5.125993 -4.127672 0.928656
50 S 2.774444 -0.994451 -0.045803
51 O 1.717052 -1.049508 -1.136023
52 C 4.055994 -0.156723 -1.058412
53 C 4.072099 -0.415101 -2.451058
54 C 4.868280 0.306953 -3.281364
55 C 5.676959 1.356075 -2.770615
56 C 6.488210 2.147481 -3.620480
57 C 7.243170 3.168541 -3.120445
58 C 7.216406 3.451156 -1.737378
59 C 6.447788 2.701013 -0.894269
60 C 5.659331 1.626638 -1.383800
61 C 4.828976 0.839360 -0.518561
62 C 4.894358 1.118088 0.955407
63 C 6.089881 0.748585 1.654086
64 C 7.150322 0.059780 1.008584
65 C 8.269746 -0.310305 1.697002
66 C 8.397786 -0.007486 3.070354
67 C 7.395913 0.655893 3.716309
68 C 6.220239 1.047892 3.029377
69 C 5.164684 1.714534 3.699413
70 C 4.029163 2.047295 3.033033
71 C 3.902033 1.753704 1.657251
72 S 2.249250 2.084601 0.982329
73 O 1.399768 2.209331 2.186281
74 C 2.549299 3.754873 0.399796
75 C 2.102709 4.810040 1.174711
76 C 2.261450 6.103447 0.701424
77 C 2.844641 6.350177 -0.537784
78 C 2.952513 7.756578 -1.064721
79 C 3.270253 5.268131 -1.304952
80 C 3.112208 3.969021 -0.848774
81 H 5.122442 -7.080261 -0.708992
82 H 4.607866 -7.125950 0.973711
83 H 6.221330 -6.544604 0.569763
84 H 3.174739 -5.664008 -1.361348
85 H 2.179623 -3.388373 -1.452024
86 H 4.953443 -2.071467 1.523007
87 H 5.938753 -4.330282 1.617616
88 H 3.405755 -1.177306 -2.834567
89 H 4.871615 0.112455 -4.347679
90 H 6.491442 1.928327 -4.682131
91 H 7.857734 3.767138 -3.781226
92 H 7.803902 4.271609 -1.345024
93 H 6.417630 2.933717 0.162518
94 H 7.054223 -0.187014 -0.041325
95 H 9.061272 -0.846644 1.188850
96 H 9.288167 -0.307865 3.608408
97 H 7.479543 0.888280 4.771538
98 H 5.264576 1.927923 4.757101
99 H 3.183685 2.497349 3.539011
100 H 1.600495 4.602461 2.112740
101 H 1.902495 6.934950 1.297533
102 H 3.170833 8.463867 -0.263778
103 H 2.011683 8.065218 -1.526587
104 H 3.735537 7.838183 -1.819381
105 H 3.715693 5.443554 -2.278266
106 H 3.422341 3.129875 -1.460651
107 F 1.172137 -1.890462 1.149031
108 C -5.763040 -5.792375 1.997078
109 S -6.921624 -4.489510 2.486419
110 C -5.931483 -3.622831 3.632596
111 C -4.811719 -2.895964 3.318915
112 S -4.087088 -2.620575 1.805885
113 S -4.041819 -2.218351 4.759761
114 C -5.087264 -2.828391 5.979819
115 S -4.899762 -2.541492 7.611648
116 S -6.345847 -3.776706 5.323053
117 H -5.552207 -6.455551 2.834804
118 H -4.845728 -5.317858 1.647423
119 H -6.220974 -6.358669 1.185129

Forces on the atoms, in the same order (eV/Å):
0.3 -0.3 0.1
0.0 -0.1 0.0
0.0 0.3 -0.1
0.0 0.1 0.0
0.2 -0.2 0.1
0.0 0.0 0.0
0.0 0.0 0.0
0.0 0.0 0.0
0.0 0.0 0.0
0.0 0.0 0.0
0.0 0.0 0.0
0.0 0.0 0.0
0.0 0.0 0.0
-0.1 -0.1 0.0
0.0 0.0 0.0
0.0 -0.1 -0.1
0.0 -0.1 -0.1
-0.1 0.1 0.0
0.1 0.0 -0.1
0.0 0.0 0.0
0.0 0.0 0.0
0.0 0.0 0.0
0.0 0.0 0.0
0.0 0.0 0.0
0.0 0.0 0.0
0.0 0.0 0.0
0.0 0.0 0.0
0.0 0.0 0.0
-0.1 0.0 0.0
0.0 0.0 0.0
0.0 0.0 0.0
0.0 0.0 0.0
0.1 0.0 0.0
0.1 0.0 0.0
-0.2 0.2 0.1
-0.1 0.0 0.0
0.2 0.1 0.2
0.0 0.0 0.0
-0.1 0.1 0.2
0.0 0.1 0.0
0.0 0.0 0.0
0.0 0.0 0.0
0.0 0.0 0.0
0.0 0.0 0.0
0.0 0.0 0.0
0.0 0.0 0.0
-0.1 -0.1 0.0
0.1 0.0 -0.1
0.0 0.0 0.0
0.2 0.3 -0.2
0.0 0.1 0.1
-0.1 0.1 0.0
0.0 -0.1 0.0
0.0 0.0 0.0
0.0 0.0 0.0
0.0 0.0 0.0
0.0 0.0 0.1
0.0 0.0 -0.1
-0.1 0.0 0.0
0.1 0.1 0.0
-0.1 0.0 0.1
0.0 0.0 0.0
0.0 -0.1 0.0
0.0 -0.1 0.0
0.0 0.0 0.0
0.0 0.0 0.0
0.0 0.0 0.0
0.0 0.0 0.1
0.1 0.0 0.0
0.0 0.0 0.0
0.1 -0.1 0.0
-0.2 -0.1 0.0
-0.1 0.0 -0.1
0.0 0.0 0.0
0.0 0.0 0.0
0.0 0.0 0.0
0.0 0.0 0.0
0.0 0.0 0.0
0.0 0.0 0.0
0.1 0.0 0.1
0.0 0.0 0.0
0.0 0.0 0.0
0.0 0.0 0.0
0.0 0.0 0.0
0.0 0.0 0.0
0.0 0.0 0.0
0.0 0.0 0.0
0.0 0.0 0.0
0.0 0.0 0.0
0.0 0.0 0.0
0.0 0.0 0.0
0.0 0.0 0.0
0.0 0.0 0.0
0.0 0.0 0.0
0.0 0.0 0.0
0.0 0.0 0.0
0.0 0.0 0.0
0.0 0.0 0.0
0.0 0.0 -0.1
0.0 0.0 0.0
0.0 0.0 0.0
0.0 0.0 0.0
0.0 0.0 0.0
0.0 0.0 0.0
0.0 0.0 0.0
0.0 0.0 0.0
-0.3 -0.1 0.0
0.0 0.0 0.0
0.0 0.0 0.0
0.1 0.0 0.0
-0.1 -0.1 0.0
-0.1 0.0 0.1
0.1 0.1 0.0
0.0 0.0 0.0
0.0 0.0 0.0
-0.1 0.0 0.0
0.0 0.0 0.0
0.0 0.0 0.0
0.0 0.0 0.0